Computed, not measured: C4H6GdO2 as an isolated structure in a non-equilibrium geometry, with ωB97M-V/def2-TZVPD.

```
13
C4H6GdO2, DFT ωB97M-V/def2-TZVPD
H 0.538 -1.922 1.022
O -0.091 -0.476 -0.612
C 0.794 -0.564 0.502
C 2.121 -0.091 0.358
C 3.175 -1.174 0.301
C 4.568 -0.704 0.128
O 4.867 0.492 0.030
Gd 3.249 1.947 0.052
H 0.339 0.102 -1.254
H 0.243 -0.209 1.388
H 3.056 -1.921 -0.519
H 3.219 -1.828 1.202
H 5.375 -1.455 0.074
```

Output
Gap between HOMO and LUMO (alpha / beta): 7.42 / 7.48 eV
<S²>: 15.797
Spin multiplicity: 8
Total charge: +1

Mulliken population analysis, charges in e, atoms 1 to 2:
1. H 0.1860
2. O -0.4177